No. 1
# C3H5FOS

A single C3H5FOS molecule (wB97M-V/def2-TZVPD, the Open Molecules 2025 dataset).

Values from the calculation:
- ΔE to the lowest compared entry with this formula, charge and spin: 12.57 kcal per mole
- HOMO energy: -9.14 eV
- Frontier orbital gap: 9.3 eV
- LUMO level: 0.210 eV
- Charge: 0
- SMILES: COC(=S)CF

Last columns: bonded neighbours and bond lengths (Å).
Geometry (Å):
1 C -0.31 0.51 1.75  O2 1.440, H7 1.060, H8 1.088, H9 1.092
2 O -0.37 -0.32 0.57  C1 1.440, C3 1.334
3 C 0.33 0.14 -0.46  O2 1.334, S4 1.631, C5 1.519
4 S 1.19 1.53 -0.54  C3 1.631
5 C 0.09 -0.72 -1.69  C3 1.519, F6 1.390, H10 1.111, H11 1.090
6 F -0.02 -2.03 -1.26  C5 1.390
7 H 0.71 0.64 2.03  C1 1.060
8 H -0.72 -0.10 2.55  C1 1.088
9 H -0.86 1.44 1.60  C1 1.092
10 H -0.91 -0.48 -2.11  C5 1.111
11 H 0.87 -0.61 -2.44  C5 1.090

No. 2
# C3H5FS

A single C3H5FS molecule (wB97M-V/def2-TZVPD, the Open Molecules 2025 dataset).

Values from the calculation:
- ΔE to the lowest compared entry with this formula, charge and spin: 15.14 kcal per mole
- HOMO energy: -9.02 eV
- Frontier orbital gap: 9.8 eV
- LUMO level: 0.760 eV
- Charge: 0
- SMILES: FC1CSC1

Last columns: bonded neighbours and bond lengths (Å).
Geometry (Å):
1 F 2.19 -0.02 0.10  C2 1.377
2 C 0.90 0.11 -0.37  F1 1.377, C3 1.489, C5 1.538, H6 1.102
3 C 0.05 -1.00 0.13  C2 1.489, S4 1.886, H7 1.108, H8 1.164
4 S -1.59 -0.08 -0.03  C3 1.886, C5 1.884
5 C -0.14 1.11 0.16  C2 1.538, S4 1.884, H9 1.098, H10 1.049
6 H 0.90 0.03 -1.47  C2 1.102
7 H -0.02 -1.93 -0.47  C3 1.108
8 H 0.26 -1.17 1.27  C3 1.164
9 H -0.35 2.00 -0.45  C5 1.098
10 H 0.00 1.28 1.18  C5 1.049

Copy entry 1 word for word.
# C3H5FOS

A single C3H5FOS molecule (wB97M-V/def2-TZVPD, the Open Molecules 2025 dataset).

Values from the calculation:
- ΔE to the lowest compared entry with this formula, charge and spin: 12.57 kcal per mole
- HOMO energy: -9.14 eV
- Frontier orbital gap: 9.3 eV
- LUMO level: 0.210 eV
- Charge: 0
- SMILES: COC(=S)CF

Last columns: bonded neighbours and bond lengths (Å).
Geometry (Å):
1 C -0.31 0.51 1.75  O2 1.440, H7 1.060, H8 1.088, H9 1.092
2 O -0.37 -0.32 0.57  C1 1.440, C3 1.334
3 C 0.33 0.14 -0.46  O2 1.334, S4 1.631, C5 1.519
4 S 1.19 1.53 -0.54  C3 1.631
5 C 0.09 -0.72 -1.69  C3 1.519, F6 1.390, H10 1.111, H11 1.090
6 F -0.02 -2.03 -1.26  C5 1.390
7 H 0.71 0.64 2.03  C1 1.060
8 H -0.72 -0.10 2.55  C1 1.088
9 H -0.86 1.44 1.60  C1 1.092
10 H -0.91 -0.48 -2.11  C5 1.111
11 H 0.87 -0.61 -2.44  C5 1.090